{"formula": "CH4Cl2P2", "method": "the ωB97M-V functional and the def2-TZVPD basis", "homo_ev": -9.00, "mol_weight_g_mol": 148.90, "energy_ev": -44720.9299, "relative_energy_ev": 3.574, "homo_lumo_gap_ev": 8.060, "elements": ["C", "P", "P", "Cl", "Cl", "H", "H", "H", "H"], "positions_angstrom": [[-0.6014, -0.1228, -0.1358], [1.6432, -1.3027, -0.0772], [-0.1600, 1.5542, 0.2796], [-1.6503, -0.8980, 1.1245], [-1.2281, -0.5317, -1.7848], [1.9069, -0.1145, 0.7446], [0.8400, -2.1040, 0.8762], [0.6650, 1.6672, -0.8568], [-1.4153, 1.8523, -0.1703]], "forces_ev_per_angstrom": [[1.81, -3.82, -0.39], [-3.35, 1.50, 0.86], [0.67, -0.16, 0.86], [0.68, 0.62, -0.84], [0.16, 0.51, 0.97], [0.06, -1.20, -0.01], [1.17, 0.78, -0.37], [-0.37, 0.42, -0.34], [-0.83, 1.34, -0.74]]}